*w*
The following is a DFT calculation (ωB97M-V/def2-TZVPD) of the molecule C5H9NO2.

For the HOMO energy, the calculation gives -8.33 eV. The gap between HOMO and LUMO is 0.312 hartree.

Last column: Mulliken charge in e.
Positions of all 17 atoms, in Å:
O -0.739 -1.582 -0.474  -0.78
O 0.871 -0.988 1.220  -0.60
N 1.468 0.470 -0.720  -0.45
C -0.416 -0.618 0.302  1.31
C 0.198 0.456 -0.645  0.46
C -1.439 -0.071 1.293  -1.50
C -0.691 1.284 -1.501  -1.30
C 2.278 -0.352 -0.097  -0.11
H -1.814 -0.895 1.900  0.36
H 3.036 0.066 0.560  0.30
H -1.478 0.645 -1.904  0.35
H -0.138 1.751 -2.313  0.37
H -2.276 0.359 0.743  0.33
H -1.172 2.058 -0.897  0.31
H 0.853 -1.953 1.151  0.35
H -1.001 0.688 1.944  0.36
H 2.460 -1.319 -0.563  0.26

*x*
The following is a DFT calculation (ωB97M-V/def2-TZVPD) of a structure of composition C5H9NO2.

For the HOMO energy, the calculation gives -8.93 eV. The gap between HOMO and LUMO is 0.355 hartree.

Last column: Mulliken charge in e.
Positions of all 17 atoms, in Å:
O 2.561 1.085 -0.451  -0.60
O 2.694 -1.098 0.080  -0.44
N -0.152 -1.121 -0.284  -0.31
C -0.205 1.185 0.166  -0.82
C -1.623 0.682 -0.271  -0.59
C 1.948 0.093 -0.058  0.17
C 0.524 -0.039 0.371  0.68
C -1.477 -0.890 -0.104  -0.67
H -2.590 1.252 0.651  0.24
H 0.564 -0.300 1.437  0.19
H 0.127 -1.987 -0.291  0.14
H 0.656 1.461 -0.468  0.30
H -2.178 -1.473 -1.113  0.29
H -1.950 0.910 -1.112  0.39
H -2.275 -1.027 0.654  0.26
H -0.107 1.898 0.889  0.44
H 3.480 -0.633 -0.098  0.31

In kJ/mol, relative to the most stable structure: *w* 0.0; *x* 212.3.

*w*
The following is a DFT calculation (ωB97M-V/def2-TZVPD) of the molecule C5H9NO2.

For the HOMO energy, the calculation gives -8.36 eV. The gap between HOMO and LUMO is 0.337 hartree. Its structure (SMILES) is C=C(N)CCC(=O)O.

Last column: Mulliken charge in e.
Positions of all 17 atoms, in Å:
O -2.582 -1.024 1.213  -0.45
O -1.714 -2.790 0.161  -0.55
N 1.172 1.413 -1.427  -0.48
C -1.748 -1.607 0.315  0.40
C 0.532 -0.506 -0.024  -0.79
C 1.545 1.507 0.920  -1.12
C 1.170 0.838 -0.175  0.71
C -0.950 -0.531 -0.387  -0.34
H -2.995 -1.751 1.701  0.33
H 1.375 0.901 -2.274  0.21
H 1.564 2.339 -1.473  0.20
H -1.095 -0.599 -1.465  0.28
H -1.394 0.414 -0.134  0.35
H 0.724 -0.898 0.968  0.42
H 1.046 -1.263 -0.636  0.29
H 1.904 2.527 0.848  0.25
H 1.445 1.031 1.870  0.27

*x*
The following is a DFT calculation (ωB97M-V/def2-TZVPD) of a cluster of 2 separate species, C5H9NO2 in total.

For the HOMO energy, the calculation gives -7.03 eV. The gap between HOMO and LUMO is 0.156 hartree.

Last column: Mulliken charge in e.
Positions of all 17 atoms, in Å:
O -0.940 -1.997 -0.840  -0.74
O 1.166 -0.655 2.583  -0.91
N -0.232 1.914 -1.276  -0.20
C -1.213 -0.729 1.132  -0.70
C 0.153 -0.051 0.071  -0.83
C -0.345 -1.497 0.214  0.33
C -0.806 0.904 -0.727  -0.02
C 0.783 1.813 -2.137  -0.37
H 0.750 0.863 -2.631  0.42
H 1.466 2.613 -2.008  0.32
H 0.683 0.498 0.873  0.55
H -0.967 -0.648 2.182  0.29
H 1.848 -0.413 3.218  0.13
H 0.930 -0.138 -0.700  0.61
H 0.434 -2.193 0.601  0.40
H -2.169 -0.515 0.672  0.31
H -1.539 0.231 -1.227  0.41

In kJ/mol, relative to the most stable structure: *w* 0.0; *x* 1088.2.

*w*
The following is a DFT calculation (ωB97M-V/def2-TZVPD) of the molecule C5H9NO2.

For the HOMO energy, the calculation gives -9.41 eV. The gap between HOMO and LUMO is 0.382 hartree. Its structure (SMILES) is C1OC[C@@H]2N[C@@H]2CO1.

Last column: Mulliken charge in e.
Positions of all 17 atoms, in Å:
O 0.238 0.366 1.541  -0.40
O -0.300 -1.623 0.502  -0.38
N -1.254 1.078 -1.154  -0.66
C 0.727 1.351 0.585  -0.63
C 0.513 -0.979 1.473  -0.24
C -0.142 -1.369 -0.833  -0.44
C -0.203 0.057 -1.433  -0.29
C 0.141 1.349 -0.855  0.22
H -0.172 -0.189 -2.466  0.39
H -1.851 0.968 -0.256  0.33
H 0.921 -1.728 -1.153  0.27
H 0.385 -1.596 2.326  0.25
H 1.636 -1.052 1.169  0.29
H 0.436 2.251 0.965  0.33
H 1.835 1.309 0.513  0.36
H -0.922 -1.926 -1.478  0.27
H 0.792 2.021 -1.519  0.33

*x*
The following is a DFT calculation (ωB97M-V/def2-TZVPD) of the molecule C5H9NO2.

For the HOMO energy, the calculation gives -8.52 eV. The gap between HOMO and LUMO is 0.341 hartree. Its structure (SMILES) is C=C(N)CCC(=O)O.

Last column: Mulliken charge in e.
Positions of all 17 atoms, in Å:
O 2.738 -1.090 1.954  -0.48
O 3.172 -0.181 -0.056  -0.50
N -1.693 -0.655 -1.293  -0.54
C -1.200 0.506 -0.560  0.74
C -2.305 1.326 -0.263  -1.12
C 0.875 -0.867 0.285  -0.33
C 0.181 0.587 0.028  -0.88
C 2.345 -0.636 0.658  0.48
H 0.658 -1.482 -0.622  0.33
H -1.326 -0.719 -2.134  0.22
H -2.444 1.922 0.638  0.23
H 0.353 -1.457 1.217  0.24
H 0.146 1.181 0.960  0.35
H -3.124 1.610 -0.913  0.29
H 3.623 -0.857 2.184  0.33
H 0.754 1.231 -0.603  0.37
H -2.753 -0.420 -1.480  0.29

*y*
The following is a DFT calculation (ωB97M-V/def2-TZVPD) of the molecule C5H9NO2.

For the HOMO energy, the calculation gives -9.34 eV. The gap between HOMO and LUMO is 0.376 hartree. Its structure (SMILES) is CC1=NO[C@](C)(O)C1.

Last column: Mulliken charge in e.
Positions of all 17 atoms, in Å:
O -0.160 -0.633 -2.105  -0.57
O 1.388 -0.703 -0.388  -0.28
N 1.612 0.455 0.311  -0.53
C -0.683 0.353 -0.005  -0.77
C 0.526 1.062 0.549  0.71
C 0.457 2.341 1.293  -1.14
C -0.007 -0.823 -0.728  1.01
C -0.491 -2.204 -0.289  -1.44
H -0.162 2.221 2.182  0.29
H 0.005 3.112 0.668  0.29
H 0.451 -1.215 -2.570  0.37
H 1.456 2.649 1.586  0.33
H -1.362 0.027 0.783  0.32
H 0.089 -2.970 -0.799  0.39
H -1.540 -2.317 -0.544  0.34
H -1.227 0.966 -0.724  0.33
H -0.353 -2.321 0.780  0.35

In kJ/mol, relative to the most stable structure: *w* 181.7; *x* 86.4; *y* 0.0.

*w*
The following is a DFT calculation (ωB97M-V/def2-TZVPD) of a cluster of 2 separate species, C5H9NO2 in total.

For the HOMO energy, the calculation gives -9.09 eV. The gap between HOMO and LUMO is 0.362 hartree. Its structure (SMILES) is CNC(C)=O.C=C=O.

Last column: Mulliken charge in e.
Positions of all 17 atoms, in Å:
O 0.653 -0.162 -1.321  -0.65
O -3.798 1.160 -0.579  -0.37
N 1.349 0.694 0.644  -0.20
C -3.197 0.174 -0.676  0.90
C 1.545 2.036 0.152  -0.82
C 0.935 -0.316 -0.150  0.77
C -2.509 -0.911 -0.775  -1.06
C 0.807 -1.647 0.563  -1.16
H 1.201 2.759 0.912  0.31
H -1.501 -0.875 -1.147  0.25
H 2.602 2.228 -0.083  0.27
H -2.915 -1.863 -0.564  0.26
H 1.583 -1.780 1.310  0.42
H -0.165 -1.690 1.050  0.29
H 0.930 2.141 -0.769  0.28
H 1.624 0.504 1.593  0.20
H 0.857 -2.451 -0.161  0.31

*x*
The following is a DFT calculation (ωB97M-V/def2-TZVPD) of a cluster of 3 separate species, C5H9NO2 in total.

For the HOMO energy, the calculation gives -8.83 eV. The gap between HOMO and LUMO is 0.303 hartree.

Last column: Mulliken charge in e.
Positions of all 17 atoms, in Å:
O 1.829 -0.477 -0.851  -0.44
O 0.688 1.789 -0.425  -0.58
N -1.726 -1.274 -0.473  -0.77
C 0.775 -1.145 -0.153  -0.15
C -0.626 -0.431 -0.058  0.52
C 1.992 -0.453 0.588  -0.34
C -0.570 1.110 -0.659  -0.24
C -1.019 0.915 0.708  -0.81
H 1.602 1.655 -1.072  0.36
H -1.309 1.536 -1.274  0.41
H 2.869 -1.107 0.812  0.30
H -2.000 0.958 1.079  0.48
H 1.892 0.584 1.181  0.15
H -2.590 -1.539 0.997  0.21
H -0.280 0.966 1.557  0.14
H -2.520 -0.908 -1.613  0.29
H 0.991 -2.179 -0.346  0.48

*y*
The following is a DFT calculation (ωB97M-V/def2-TZVPD) of the molecule C5H9NO2.

For the HOMO energy, the calculation gives -9.22 eV. The gap between HOMO and LUMO is 0.372 hartree. Its structure (SMILES) is O[C@H]1[C@H]2NCCO[C@H]12.

Last column: Mulliken charge in e.
Positions of all 17 atoms, in Å:
O -1.139 -2.388 1.104  -0.52
O -0.265 0.162 -1.847  -0.38
N 0.644 0.207 1.138  -0.37
C -0.516 -0.756 -0.751  -0.17
C -1.491 -1.210 0.421  -0.13
C 1.307 0.771 -0.057  -0.55
C 0.441 1.194 -1.179  -0.45
C -0.693 -0.020 0.638  -0.22
H -2.612 -1.158 0.366  0.32
H -1.223 0.893 0.458  0.26
H 1.001 1.624 -2.069  0.34
H 0.484 -1.275 -0.480  0.31
H 1.964 -0.024 -0.488  0.25
H -0.189 2.055 -0.876  0.25
H 1.909 1.575 0.320  0.46
H -0.246 -2.392 1.352  0.32
H 0.623 0.740 1.950  0.27

In kJ/mol, relative to the most stable structure: *w* 0.0; *x* 949.1; *y* 372.5.

*w*
The following is a DFT calculation (ωB97M-V/def2-TZVPD) of a cluster of 2 separate species, C4H6OS2 in total.

For the HOMO energy, the calculation gives -8.17 eV. The gap between HOMO and LUMO is 0.263 hartree.

Last column: Mulliken charge in e.
Positions of all 13 atoms, in Å:
S -1.690 1.743 0.204  -0.06
S -3.434 -0.747 -0.328  -0.18
O -0.588 -0.781 0.545  -0.55
C 0.505 -0.421 -0.038  0.79
C 1.790 -0.603 0.838  -1.23
C -2.188 0.133 -0.032  0.37
C 0.708 -0.048 -1.299  -0.90
H 1.808 0.213 1.663  0.21
H -2.909 2.305 0.503  0.18
H 2.643 -0.475 0.237  0.36
H 1.637 -0.002 -1.715  0.37
H 1.933 -1.507 1.206  0.40
H -0.215 0.190 -1.784  0.24

*x*
The following is a DFT calculation (ωB97M-V/def2-TZVPD) of the molecule C4H6OS2.

For the HOMO energy, the calculation gives -8.94 eV. The gap between HOMO and LUMO is 0.335 hartree. Its structure (SMILES) is S[C@@H]1[C@H]2OCS[C@@H]12.

Last column: Mulliken charge in e.
Positions of all 13 atoms, in Å:
S 1.423 -1.238 0.240  -0.20
S -2.787 -0.069 0.143  -0.23
O 1.073 1.278 0.306  -0.35
C 1.975 0.464 0.006  -0.34
C -1.100 -0.106 0.704  -0.12
C -0.194 0.663 -0.226  -0.69
C -0.294 -0.832 -0.189  -0.06
H -0.968 -1.445 -0.747  0.30
H -2.938 -1.536 -0.558  0.16
H 2.353 0.636 -0.986  0.31
H 2.821 0.788 0.530  0.35
H -0.753 0.155 1.684  0.36
H -0.609 1.241 -0.907  0.51

*y*
The following is a DFT calculation (ωB97M-V/def2-TZVPD) of a structure of composition C4H6OS2.

For the HOMO energy, the calculation gives -9.19 eV. The gap between HOMO and LUMO is 0.339 hartree.

Last column: Mulliken charge in e.
Positions of all 13 atoms, in Å:
S 0.258 2.156 -0.621  -0.14
S -0.873 -1.574 -0.909  -0.24
O 1.893 -1.105 0.995  -0.55
C 0.999 0.489 -1.070  -0.55
C -1.120 1.133 0.335  -0.84
C -0.058 -0.159 -0.157  0.75
C 0.643 -0.670 0.957  -0.51
H -1.965 1.038 -0.090  0.46
H 1.012 0.053 -2.264  0.30
H -1.606 -2.281 0.011  0.18
H -1.241 1.298 1.432  0.34
H 0.093 -0.799 1.793  0.53
H 1.966 0.422 -0.412  0.26

In kJ/mol, relative to the most stable structure: *w* 0.0; *x* 59.1; *y* 28.4.

*w*
The following is a DFT calculation (ωB97M-V/def2-TZVPD) of a structure of composition C4H6O2.

For the HOMO energy, the calculation gives -9.76 eV. The gap between HOMO and LUMO is 0.392 hartree.

Last column: Mulliken charge in e.
Positions of all 12 atoms, in Å:
O -0.518 2.513 0.339  -0.47
O -0.560 -0.952 0.739  -0.42
C 0.660 -1.369 0.091  -0.29
C -1.014 1.442 0.590  -0.18
C -0.637 0.179 -0.138  0.30
C 0.816 0.001 -0.578  -0.53
H 1.486 0.662 -0.024  0.21
H 1.435 -1.665 0.804  0.26
H -1.371 0.011 -0.944  0.26
H -1.794 1.320 1.371  0.33
H 1.049 0.049 -1.642  0.31
H 0.450 -2.191 -0.607  0.23

*x*
The following is a DFT calculation (ωB97M-V/def2-TZVPD) of a cluster of 2 separate species, C4H6O2 in total.

For the HOMO energy, the calculation gives -9.61 eV. The gap between HOMO and LUMO is 0.381 hartree. Its structure (SMILES) is O=C1CC1.C=O.

Last column: Mulliken charge in e.
Positions of all 12 atoms, in Å:
O 2.124 0.402 1.683  -0.41
O 0.945 0.393 -1.415  -0.55
C -1.066 0.859 0.112  -0.40
C -1.422 -0.368 -0.784  -0.47
C -0.126 0.317 -0.875  0.50
C 1.948 -0.511 0.919  -0.09
H -1.481 -1.340 -0.297  0.22
H -2.125 -0.228 -1.601  0.26
H -0.888 0.674 1.170  0.22
H 2.679 -0.814 0.147  0.25
H -1.542 1.813 -0.101  0.25
H 1.013 -1.115 0.936  0.22

*y*
The following is a DFT calculation (ωB97M-V/def2-TZVPD) of the molecule C4H6O2.

For the HOMO energy, the calculation gives -9.78 eV. The gap between HOMO and LUMO is 0.387 hartree. Its structure (SMILES) is CC(=O)CC=O.

Last column: Mulliken charge in e.
Positions of all 12 atoms, in Å:
O -0.233 -1.210 1.013  -0.54
O 2.940 0.328 -0.984  -0.48
C 2.031 -0.093 -0.313  -0.01
C -0.427 -0.297 0.239  0.60
C -1.771 -0.071 -0.412  -1.04
C 0.708 0.635 -0.157  -0.40
H -1.827 -0.766 -1.258  0.26
H -1.888 0.945 -0.800  0.34
H -2.589 -0.305 0.274  0.32
H 0.492 1.214 -1.059  0.30
H 0.819 1.360 0.664  0.28
H 2.100 -1.050 0.237  0.38

*z*
The following is a DFT calculation (ωB97M-V/def2-TZVPD) of a cluster of 2 separate species, C4H6O2 in total.

For the HOMO energy, the calculation gives -9.45 eV. The gap between HOMO and LUMO is 0.378 hartree. Its structure (SMILES) is C=C1CO1.C=O.

Last column: Mulliken charge in e.
Positions of all 12 atoms, in Å:
O 0.207 -2.180 -0.731  -0.40
O 1.059 1.495 1.154  -0.42
C -0.967 1.306 -0.302  -0.85
C -0.760 -1.907 -0.066  -0.21
C 1.565 0.520 0.177  -0.06
C 0.257 1.105 0.143  0.34
H -1.632 1.995 0.197  0.26
H -0.679 -1.547 0.978  0.31
H -1.315 0.801 -1.192  0.30
H 1.701 -0.487 0.565  0.23
H -1.792 -1.997 -0.458  0.28
H 2.356 0.897 -0.465  0.23

In kJ/mol, relative to the most stable structure: *w* 110.4; *x* 220.8; *y* 0.0; *z* 257.6.

*w*
The following is a DFT calculation (ωB97M-V/def2-TZVPD) of the molecule C4H6O2.

For the HOMO energy, the calculation gives -9.80 eV. The gap between HOMO and LUMO is 0.401 hartree. Its structure (SMILES) is C1O[C@H]2C[C@H]2O1.

Last column: Mulliken charge in e.
Positions of all 12 atoms, in Å:
O -0.766 0.963 -0.735  -0.40
O -0.711 -0.260 1.139  -0.40
C 0.436 0.230 -0.785  -0.06
C -1.558 0.127 0.093  -0.15
C 0.384 -0.713 0.372  -0.13
C 1.481 0.313 0.299  -0.69
H -1.823 -0.797 -0.453  0.30
H 1.406 1.101 1.044  0.25
H -2.433 0.659 0.463  0.26
H 0.332 -1.778 0.170  0.42
H 0.732 -0.117 -1.771  0.34
H 2.499 0.034 0.030  0.26

*x*
The following is a DFT calculation (ωB97M-V/def2-TZVPD) of a cluster of 2 separate species, C4H6O2 in total.

For the HOMO energy, the calculation gives -9.01 eV. The gap between HOMO and LUMO is 0.338 hartree.

Last column: Mulliken charge in e.
Positions of all 12 atoms, in Å:
O 2.991 0.581 -0.495  -0.47
O 0.630 2.075 -0.677  -0.31
C -1.590 -0.353 0.878  -0.42
C -1.259 -1.406 0.137  -0.48
C 0.868 0.804 -0.851  -0.29
C 1.918 0.207 -0.042  0.24
H 1.801 -0.657 0.647  0.34
H -2.173 -0.450 1.790  0.24
H -0.680 -1.292 -0.776  0.31
H -1.557 -2.415 0.412  0.22
H 0.201 2.368 -1.498  0.44
H -1.303 0.659 0.598  0.17

In kJ/mol, relative to the most stable structure: *w* 0.0; *x* 215.9.

*w*
The following is a DFT calculation (ωB97M-V/def2-TZVPD) of the molecule C2H3N3OS.

For the HOMO energy, the calculation gives -9.73 eV. The gap between HOMO and LUMO is 0.374 hartree. Its structure (SMILES) is SCc1nnno1.

Last column: Mulliken charge in e.
Positions of all 10 atoms, in Å:
S -1.246 -0.632 -1.929  -0.26
O 0.949 -0.715 0.856  -0.15
N 0.677 1.295 0.389  -0.38
N 1.942 1.189 0.987  -0.15
N 2.134 0.030 1.321  -0.03
C 0.246 0.092 0.297  0.50
C -1.114 -0.451 -0.192  -0.25
H -1.110 -1.455 0.318  0.27
H -2.168 0.142 0.271  0.27
H -0.311 0.505 -2.318  0.19

*x*
The following is a DFT calculation (ωB97M-V/def2-TZVPD) of the molecule C2H3N3OS.

For the HOMO energy, the calculation gives -8.40 eV. The gap between HOMO and LUMO is 0.322 hartree.

Last column: Mulliken charge in e.
Positions of all 10 atoms, in Å:
S -1.386 -0.451 -0.386  -0.17
O 2.155 -1.565 -0.738  -0.68
N 1.057 0.267 0.177  -0.59
N 1.040 -1.094 -0.504  0.76
N -0.748 1.705 0.925  -0.40
C -0.154 0.685 0.233  0.50
C -0.122 -1.562 -0.742  -0.36
H -0.175 -2.392 -1.284  0.50
H -1.566 2.218 0.785  0.20
H -0.100 2.190 1.535  0.24

In kJ/mol, relative to the most stable structure: *w* 52.6; *x* 0.0.